Formula: C3H8NO
Source: the OMol25 dataset
Level of theory: ωB97M-V/def2-TZVPD

Relative energy (zero: lowest compared OMol25 entry of this formula, charge and spin), eV: 2.173
Spin multiplicity: 2
HOMO (spin up / spin down), eV: 4.4873 / 0.5493
Total charge: -2
⟨S²⟩: 0.751

Structure (XYZ):
```
13
Properties=species:S:1:pos:R:3:forces:R:3
C -0.819 -0.860 0.203 0.01 -0.30 -2.05
N -0.075 0.426 -0.023 -0.33 0.78 2.96
C 1.232 0.784 -0.954 -2.96 -6.19 1.20
O 2.249 0.543 -0.197 1.05 1.52 -1.49
C -2.201 -0.663 0.956 0.25 -1.55 -3.03
H -0.103 -1.623 0.527 -0.23 -0.14 0.91
H -1.180 -1.332 -0.747 0.49 0.66 0.16
H 0.332 0.524 1.012 -0.69 0.37 -3.06
H 0.911 -0.072 -1.933 1.04 0.78 1.35
H 0.850 1.581 -1.539 0.60 2.27 0.17
H -2.835 -0.238 0.018 0.71 -0.48 2.79
H -2.655 -1.652 1.331 0.42 1.15 -0.72
H -2.061 -0.089 1.833 -0.36 1.15 0.81
```
Positions in Å, forces in eV/Å.